(1)
Entry from the OMol25 dataset: a cluster of 3 separate species, C5H14O2S in total (wB97M-V/def2-TZVPD).

The geometry in XYZ format:
```
22
Properties=species:S:1:pos:R:3:forces:R:3
C -2.420184 -0.961164 -0.145371 0.80 -0.39 1.30
O -1.941698 1.051321 -1.430330 2.58 -0.91 1.13
C -1.084780 -1.234643 0.786859 -3.70 -0.29 -1.60
C -0.131428 -0.100920 0.532747 1.29 -0.70 0.63
C 0.562408 -0.126828 -0.882927 -0.29 -0.45 -0.78
S 1.911611 -1.360822 -0.666434 0.03 3.33 1.12
C 2.851585 0.059874 0.107324 1.75 -2.51 -0.91
H -2.901286 -0.059442 0.219060 0.17 0.29 0.08
H -3.243520 -1.689534 -0.156959 0.61 -0.38 -0.01
H -2.022730 -0.770719 -1.160872 -0.55 -0.39 0.29
H -0.882887 -2.295521 0.560467 1.13 0.62 -0.06
H -1.400858 -1.239940 1.836480 -0.05 0.27 -0.12
H -0.553054 0.906582 0.656314 -0.32 -0.25 -0.22
H 0.601818 -0.197646 1.368141 -0.08 0.36 -1.01
H -0.090869 -0.449992 -1.713681 -0.01 -0.03 0.77
H 0.943675 0.878213 -1.222491 -0.16 -1.04 0.76
H 2.195172 0.801313 0.647264 -0.76 1.06 0.08
H 3.405822 0.564088 -0.693164 -0.42 0.16 0.19
H 3.557261 -0.297277 0.858215 0.13 -0.21 -0.20
H 1.619684 2.919993 1.078945 0.33 -1.00 -0.08
H -2.483242 1.638572 -1.881879 -2.08 1.77 -1.54
O 1.507498 1.964496 1.302285 -0.40 0.67 0.16
```
Positions in Å, forces in eV/Å.

The value obtained for the HOMO-LUMO gap is 3.3 eV. For the max |F|, the calculation gives 4.04 eV Å⁻¹. For the relative energy (zero: lowest compared OMol25 entry of this formula, charge and spin), the calculation gives 229.4 kcal/mol. The molecular weight comes out at 138.2 Da.

(2)
Entry from the OMol25 dataset: a cluster of 3 separate species, C5H14O3 in total (wB97M-V/def2-TZVPD).

The geometry in XYZ format:
```
22
Properties=species:S:1:pos:R:3:forces:R:3
C 1.337881 1.749513 -0.695051 1.26 -0.09 1.06
O 2.226759 2.784635 -1.090670 -0.50 1.03 -0.98
C 1.946560 0.362711 -1.063572 -0.51 0.63 0.43
C 1.323100 -0.704500 -0.101100 1.30 0.85 -0.20
C -0.090408 -0.393972 0.213652 -1.39 -0.66 -0.04
C -0.573589 -0.034922 1.406671 0.12 -1.54 0.12
H 1.266145 1.948933 0.415820 -0.36 -1.01 -0.95
H 0.314989 1.856766 -1.131980 0.94 0.23 0.11
H 3.129359 2.493856 -1.237697 -0.21 -0.41 0.09
H 3.028501 0.402749 -0.994536 0.35 0.05 0.83
H 1.897320 0.253483 -2.160203 -0.97 -0.54 0.35
H 1.462954 -1.720917 -0.451680 -0.47 -0.20 -0.58
H 1.880165 -0.770998 0.846486 0.05 0.67 -0.20
H -0.814477 -0.576619 -0.599585 0.26 -0.12 0.47
H -1.543846 -0.362450 1.757800 -0.72 0.95 -0.69
H 0.035928 0.144389 2.267421 0.88 0.19 0.18
H -3.088356 0.913538 -0.259429 0.41 -0.78 -0.04
H -4.102765 0.235054 -1.075843 0.06 -0.54 -0.16
O -3.248607 0.036345 -0.666290 -0.46 1.26 0.25
H -1.414611 -3.191412 1.448600 -0.10 0.08 0.05
H -2.709030 -2.395374 1.295040 0.15 -0.20 0.14
O -2.263981 -3.030816 1.876137 -0.10 0.16 -0.24
```
Positions in Å, forces in eV/Å.

The value obtained for the HOMO-LUMO gap is 10.1 eV. For the max |F|, the calculation gives 1.65 eV Å⁻¹. For the relative energy (zero: lowest compared OMol25 entry of this formula, charge and spin), the calculation gives 34.4 kcal/mol. Its SMILES is C=CCCCO.O.O. The molecular weight comes out at 122.2 Da.

(3)
Entry from the OMol25 dataset: a cluster of 3 separate species, C5H14O3 in total (wB97M-V/def2-TZVPD).

The geometry in XYZ format:
```
22
Properties=species:S:1:pos:R:3:forces:R:3
O 0.234117 -1.090339 -2.973405 -0.05 -0.18 -0.27
C 0.486881 -0.118057 -2.327330 -0.24 0.59 0.96
C -0.461384 0.578439 -1.338021 1.01 -0.13 0.14
C 0.288176 1.749884 -0.679789 -0.27 -0.12 -0.06
C -0.501899 2.497118 0.420899 0.87 -0.91 -0.16
C -0.396191 1.802303 1.778791 -0.50 -0.59 0.65
H 1.493759 0.360337 -2.312485 0.04 -0.25 -0.39
H -0.729258 -0.178232 -0.596971 -0.20 -0.04 -0.03
H -1.360556 0.915705 -1.852318 -0.08 -0.05 -0.01
H 0.572984 2.414776 -1.500932 -0.13 0.28 0.16
H 1.240156 1.430735 -0.246200 -0.02 -0.29 -0.05
H -1.554522 2.422082 0.155017 -0.10 0.88 -0.17
H -0.045505 3.482116 0.427705 -0.75 0.45 0.26
H -1.168934 2.072687 2.504291 -0.31 0.36 -0.40
H 0.496870 1.919280 2.396020 0.45 0.01 -0.72
H -0.578544 0.733844 1.612968 0.31 -0.04 0.13
H 1.942263 -2.500291 0.653528 1.05 -0.10 -0.74
H 0.672073 -2.558494 1.333413 0.26 0.34 0.48
O 1.555170 -2.145843 1.440770 -1.27 -0.33 0.09
H -0.465464 -1.916371 2.635183 -0.45 0.52 -0.01
H -1.849687 -1.943953 1.827606 0.38 0.35 0.23
O -1.174319 -2.460141 2.278511 0.01 -0.75 -0.09
```
Positions in Å, forces in eV/Å.

The value obtained for the HOMO-LUMO gap is 10.5 eV. For the max |F|, the calculation gives 1.32 eV Å⁻¹. For the relative energy (zero: lowest compared OMol25 entry of this formula, charge and spin), the calculation gives 6.8 kcal/mol. Its SMILES is CCCCC=O.O.O. The molecular weight comes out at 122.2 Da.

(4)
Entry from the OMol25 dataset: a cluster of 2 separate species, C5H14O3 in total (wB97M-V/def2-TZVPD).

The geometry in XYZ format:
```
22
Properties=species:S:1:pos:R:3:forces:R:3
O 1.054319 0.559089 1.886440 0.39 0.03 0.63
O -1.500592 -1.053204 -0.591253 1.15 -1.02 -0.99
C 2.119664 0.149292 1.029916 -0.89 -0.23 -0.34
C -1.271890 -1.552263 -1.907623 -0.82 -0.05 -0.02
C -0.260489 -0.058453 1.831094 2.67 -1.11 1.34
C -1.126579 0.304037 -0.531777 -0.79 0.39 0.70
C -1.180098 0.640324 0.955272 -1.76 1.37 -0.54
H 1.949594 0.692092 0.084900 1.69 -2.23 2.40
H 2.095788 -0.933810 0.822730 0.00 0.13 0.16
H 3.120485 0.412483 1.411609 -0.66 0.00 0.33
H -1.686869 -2.571181 -1.986454 0.18 0.45 0.17
H -0.214536 -1.577834 -2.220594 -0.16 0.12 0.35
H -1.826581 -0.892281 -2.595641 0.22 -0.30 -0.16
H -0.158632 -1.131719 1.579744 -0.06 0.36 0.03
H -0.601998 0.010202 2.881858 0.09 -0.08 -0.53
H -0.141761 0.579311 -0.955829 -0.88 -0.72 0.08
H -1.904066 0.834708 -1.114317 0.38 0.38 0.31
H -1.055132 1.726878 1.126277 -0.19 -0.38 -0.13
H -2.153372 0.341023 1.389545 -0.07 0.40 -0.71
O 1.564401 1.426729 -1.342884 0.01 0.44 -1.10
H 1.466488 1.640468 -0.387375 -0.40 0.84 -1.67
H 1.711854 0.454110 -1.365637 -0.11 1.19 -0.33
```
Positions in Å, forces in eV/Å.

The value obtained for the HOMO-LUMO gap is 10.3 eV. For the max |F|, the calculation gives 3.69 eV Å⁻¹. For the relative energy (zero: lowest compared OMol25 entry of this formula, charge and spin), the calculation gives 61.3 kcal/mol. Its SMILES is COCCCOC.O. The molecular weight comes out at 122.2 Da.

(5)
Entry from the OMol25 dataset: a cluster of 3 separate species, C5H14O3 in total (wB97M-V/def2-TZVPD).

The geometry in XYZ format:
```
22
Properties=species:S:1:pos:R:3:forces:R:3
C -1.014000 0.220660 -1.136126 0.37 -1.24 1.24
O -1.312789 -1.181012 -0.980547 -0.29 1.03 0.27
C -0.391796 0.825431 0.164553 0.25 1.69 -0.69
C 0.239719 -0.266847 1.027626 1.03 -1.03 1.60
C 1.469483 -0.824238 0.427268 -2.24 1.08 -1.07
C 2.767089 -0.365720 0.602464 0.34 -2.45 0.76
H -0.251524 0.207163 -1.917715 -0.56 0.74 -0.21
H -1.958097 0.756925 -1.225286 0.25 0.20 -0.99
H -2.142187 -1.162600 -0.481634 -0.20 -0.59 0.04
H -1.101977 1.482806 0.739742 0.55 -1.14 -0.29
H 0.430818 1.505251 -0.142390 -0.60 -0.21 0.06
H 0.482986 0.117915 2.021665 0.11 0.44 -0.09
H -0.479654 -1.074691 1.183599 -0.05 -0.13 -0.43
H 1.261105 -1.509753 -0.409032 0.27 -0.11 0.36
H 3.448164 -0.810716 -0.134211 0.33 0.94 0.24
H 3.106870 -0.163679 1.623729 0.06 0.68 -0.50
H -4.668655 -0.392888 1.114758 -0.04 -0.10 0.26
H -3.433827 -0.794588 1.996047 -0.44 0.00 0.12
O -3.714639 -0.502096 1.125505 0.67 0.07 -0.50
H 2.799699 0.980866 -1.283813 -0.06 0.04 -0.11
H 2.426976 1.789926 -2.469868 -0.37 0.01 -0.20
O 2.036235 1.161884 -1.846336 0.63 0.09 0.11
```
Positions in Å, forces in eV/Å.

The value obtained for the HOMO-LUMO gap (spin up / spin down) is 9.1 / 5.2 eV. For the max |F|, the calculation gives 2.71 eV Å⁻¹. For the relative energy (zero: lowest compared OMol25 entry of this formula, charge and spin), the calculation gives 15.4 kcal/mol. The spin multiplicity is 2. The molecular weight comes out at 122.2 Da. The charge is +1.

(6)
Entry from the OMol25 dataset: a cluster of 2 separate species, C5H14OSSi in total (wB97M-V/def2-TZVPD).

The geometry in XYZ format:
```
22
Properties=species:S:1:pos:R:3:forces:R:3
C 0.717536 0.598457 0.185500 -0.70 -0.21 1.51
C -1.545090 2.149899 1.474121 0.86 -0.47 -1.35
C -2.182876 0.945040 -1.402907 -0.17 -0.65 2.42
C 3.409173 -1.742318 -0.991925 -1.79 -1.41 -0.07
C -1.634349 -0.938942 1.144908 2.24 -0.18 0.08
O 1.356490 -3.248091 -0.206891 -0.74 -0.04 0.99
Si -1.191503 0.619268 0.251100 0.03 1.41 0.84
S 2.251209 -3.126519 -1.366909 1.30 0.35 -0.84
H 1.118903 -0.071998 1.000272 -0.46 0.62 -0.87
H 1.158462 0.338444 -0.734964 0.47 -0.54 -1.18
H 1.032502 1.607084 0.405903 0.28 0.37 0.12
H -2.382735 2.805221 1.298930 -0.65 -0.15 -0.28
H -1.592586 1.799529 2.478367 -0.07 -0.31 0.90
H -0.685248 2.827747 1.412984 0.10 -0.20 0.01
H -2.674993 1.921058 -1.390566 0.28 -0.15 -0.13
H -1.519320 0.797621 -2.205360 0.65 0.04 -1.29
H -2.943649 0.158931 -1.420077 -0.05 0.14 -0.23
H 3.456745 -1.643057 0.048632 -0.42 0.33 1.65
H 3.016198 -0.902107 -1.476265 -0.39 1.44 -0.51
H 4.381846 -1.930339 -1.274890 2.06 -0.67 -1.19
H -0.948589 -1.672926 1.646124 -0.45 1.06 -0.59
H -2.598126 -1.292001 1.123916 -2.36 -0.81 0.04
```
Positions in Å, forces in eV/Å.

The value obtained for the HOMO-LUMO gap (spin up / spin down) is 9.3 / 9.3 eV. For the max |F|, the calculation gives 2.51 eV Å⁻¹. For the relative energy (zero: lowest compared OMol25 entry of this formula, charge and spin), the calculation gives 0.0 kcal/mol. The spin multiplicity is 3. The molecular weight comes out at 150.3 Da.